{"formula": "C43H72BIN2O8S2", "method": "the ωB97M-V functional and the def2-TZVPD basis", "symbols": ["C", "C", "C", "C", "O", "C", "C", "C", "S", "C", "C", "C", "N", "I", "C", "C", "C", "B", "N", "O", "C", "O", "C", "C", "C", "C", "C", "C", "C", "C", "C", "S", "H", "H", "H", "H", "H", "H", "H", "H", "H", "H", "H", "H", "H", "H", "H", "H", "H", "H", "H", "H", "H", "H", "H", "H", "H", "H", "H", "H", "H", "H", "H", "H", "C", "C", "C", "O", "C", "H", "H", "H", "H", "H", "H", "H", "H", "C", "C", "C", "O", "C", "H", "H", "H", "H", "H", "H", "H", "H", "C", "C", "C", "O", "C", "H", "H", "H", "H", "H", "H", "H", "H", "C", "C", "C", "O", "C", "H", "H", "H", "H", "H", "H", "H", "H", "C", "C", "C", "O", "C", "H", "H", "H", "H", "H", "H", "H", "H"], "xyz": [[-5.80785, 2.90501, -3.08322], [-5.38527, 1.69879, -2.21220], [-3.87952, 1.82431, -1.84682], [-3.51577, 0.95957, -0.62928], [-3.19494, -0.34890, -1.13204], [-2.61766, -1.18263, -0.21757], [-3.06844, -1.24348, 1.09142], [-2.48503, -2.08989, 2.00587], [-3.00197, -2.16668, 3.71237], [-1.43459, -2.90020, 1.59725], [-1.00482, -2.82600, 0.30090], [-1.56895, -1.97971, -0.65235], [-1.09899, -1.92867, -1.99363], [-1.73865, -3.57761, -3.09313], [0.31849, -1.78228, -2.05073], [0.90904, -0.81769, -2.82724], [2.28041, -0.61994, -2.86181], [2.88086, 0.52634, -3.77301], [2.12385, 1.04642, -4.95815], [4.10325, 1.07030, -3.56177], [3.10859, -1.42589, -2.07638], [4.45764, -1.23634, -2.03845], [4.99959, -1.30628, -0.70658], [4.30052, -0.39919, 0.32651], [3.61637, -1.24366, 1.44730], [5.28139, 0.57148, 1.07559], [5.10638, 2.05621, 0.68141], [3.69503, 2.59779, 0.98035], [5.40912, 2.20872, -0.84998], [2.52830, -2.42799, -1.30290], [1.17435, -2.57707, -1.30168], [0.37373, -3.80069, -0.27651], [-6.70062, 2.63632, -3.66519], [-6.00699, 3.73934, -2.40231], [-5.00245, 3.13806, -3.79106], [-5.99911, 1.61579, -1.30686], [-5.52357, 0.76195, -2.76947], [-3.31636, 1.48099, -2.72325], [-3.66445, 2.88793, -1.68411], [-2.67660, 1.38636, -0.06538], [-4.42855, 0.87310, -0.02640], [-3.89200, -0.62452, 1.43555], [-1.82713, -2.49594, 4.29307], [-0.92358, -3.59205, 2.26409], [0.26569, -0.17594, -3.42776], [2.00514, 0.25445, -5.58968], [1.18300, 1.32814, -4.69012], [4.17932, 1.90747, -4.03790], [5.06799, -2.34800, -0.36061], [6.03991, -0.97234, -0.79317], [3.51669, 0.24133, -0.09137], [2.61877, -1.59810, 1.15471], [3.46376, -0.64844, 2.35516], [4.26121, -2.07821, 1.75154], [5.15402, 0.50479, 2.16387], [6.32692, 0.28368, 0.88064], [5.82630, 2.63378, 1.27911], [3.31417, 2.35305, 1.97524], [3.69586, 3.67230, 0.75892], [2.98494, 2.15622, 0.26324], [4.45970, 2.34736, -1.36664], [6.03621, 3.09846, -0.97955], [5.91576, 1.30218, -1.18740], [3.14177, -3.08385, -0.69385], [-10.59955, 2.03604, -5.06877], [-11.29010, 2.74005, -3.91007], [-10.25708, 2.60202, -2.80251], [-8.97201, 2.58811, -3.43576], [-9.14683, 2.42753, -4.84929], [-10.97449, 2.32893, -6.04855], [-10.71542, 0.95403, -4.96848], [-11.44089, 3.79491, -4.15267], [-12.25577, 2.31071, -3.64627], [-10.37862, 1.65798, -2.26080], [-10.29861, 3.42194, -2.08431], [-8.91645, 3.38447, -5.33011], [-8.44793, 1.67591, -5.21971], [1.31784, 5.11337, -3.54280], [2.56980, 5.50354, -4.31703], [3.64352, 5.40024, -3.24389], [3.21756, 4.37784, -2.33706], [1.85433, 4.04239, -2.60605], [0.50358, 4.75762, -4.17332], [0.95467, 5.96792, -2.96619], [2.75908, 4.77402, -5.10874], [2.51671, 6.49218, -4.77128], [3.73670, 6.33587, -2.68222], [4.62278, 5.14140, -3.64984], [1.83665, 3.05612, -3.08230], [1.29958, 3.98554, -1.66793], [4.90829, -3.60483, 6.27097], [3.46384, -3.26390, 5.93423], [3.63618, -2.12373, 4.94203], [4.87005, -2.35915, 4.25524], [5.59692, -3.39104, 4.93208], [5.04316, -4.61258, 6.66183], [5.29538, -2.89788, 7.00910], [2.98511, -4.11695, 5.44595], [2.86320, -2.98665, 6.79979], [3.71153, -1.15824, 5.45429], [2.82182, -2.06918, 4.21765], [5.55486, -4.29609, 4.31602], [6.64031, -3.09129, 5.03731], [-1.42092, 2.14578, 2.86945], [-1.04424, 3.55610, 3.30265], [0.47357, 3.46764, 3.36519], [0.86909, 2.50671, 2.38154], [-0.28682, 1.80146, 1.91586], [-2.40407, 2.07560, 2.40397], [-1.40327, 1.47400, 3.73132], [-1.34657, 4.27361, 2.53540], [-1.49134, 3.86100, 4.24805], [0.81130, 3.11062, 4.34424], [0.96008, 4.42177, 3.15755], [-0.50589, 2.14382, 0.89703], [-0.07283, 0.73152, 1.88329], [-0.58877, -7.16433, 2.98627], [0.68359, -6.81783, 2.22464], [1.74021, -6.94216, 3.31134], [1.27483, -7.94237, 4.22273], [-0.09555, -8.24258, 3.93928], [-1.40540, -7.50128, 2.34910], [-0.93384, -6.29364, 3.55118], [0.86137, -7.55909, 1.44157], [0.66533, -5.83292, 1.76189], [1.85291, -6.00279, 3.86540], [2.71611, -7.23242, 2.91988], [-0.13706, -9.23285, 3.47296], [-0.66171, -8.27434, 4.87109]], "mulliken_charge": [-0.707, -0.307, -0.932, 0.280, -0.526, 0.489, -0.364, 0.263, -0.288, -0.650, 1.030, -0.028, -0.895, 0.091, -0.893, -0.077, 0.205, 0.843, -0.742, -0.624, -0.201, -0.501, -1.514, 2.941, -1.842, -1.871, 0.430, -1.248, -0.938, -0.444, 1.551, -0.467, -0.116, 0.338, 0.363, 0.291, 0.205, 0.329, 0.408, -0.291, 0.257, 0.368, 0.145, 0.117, 0.133, 0.268, 0.232, 0.263, 0.268, 0.573, -0.437, -0.046, 0.599, 0.280, 0.380, 0.446, 0.611, 0.297, 0.537, -0.057, -0.096, 0.392, 0.361, 0.414, -0.580, -0.549, -0.495, -0.339, -0.397, 0.332, 0.285, 0.268, 0.328, 0.293, 0.264, 0.261, 0.267, -0.565, -0.640, -0.488, -0.264, 0.307, 0.351, 0.294, 0.259, 0.374, 0.299, 0.281, -0.272, 0.125, -0.626, -0.135, -0.172, -0.319, -0.491, 0.345, 0.278, -0.162, 0.379, 0.261, 0.131, 0.269, 0.282, -0.281, -0.723, -0.575, -0.264, -0.159, 0.243, 0.273, 0.277, 0.370, 0.319, 0.310, 0.086, 0.158, -0.497, 0.078, -0.211, -0.435, -0.476, 0.410, 0.178, 0.307, -0.212, 0.001, 0.330, 0.257, 0.302], "homo_energy_ev": -8.23, "total_energy_ev": -95565.4118, "orbital_gap_ev": 7.87, "smiles": "CCCCOc1cc(S)cc2c1N(I)c1cc(B(N)O)c(OC[C@@H](C)CC(C)C)cc1S2.C1CCOC1.C1CCOC1.C1CCOC1.C1CCOC1.C1CCOC1", "mol_weight_g_mol": 946.905, "charge": 0}